1.
# C5H9N3O

C5H9N3O in the gas phase (the ωB97M-V functional and the def2-TZVPD basis, the Open Molecules 2025 dataset).

Values from the calculation:
gap between HOMO and LUMO = 9.4 eV
energy relative to the best compared isomer or geometry (same formula, charge and spin) = 4.089 eV
HOMO = -8.480 eV
SMILES = CC1(C)C(=O)[C@H]1/N=N/N

Each line ends with the natural charge from an NBO analysis.
CARTESIAN COORDINATES (ANGSTROEM)
C  -0.970279  0.114841  0.489362  -0.15
H  0.083591  -1.702872  0.041192  0.22
C  0.009745  1.329685  0.454006  -0.21
C  -1.055039  1.102430  1.553021  0.63
H  -2.921145  -0.475403  -0.205925  0.22
H  -1.120819  -1.857397  1.334846  0.22
N  3.449136  1.278558  -0.243613  -0.60
H  3.695990  0.566158  0.439870  0.37
N  2.182613  1.604528  -0.408765  0.01
H  -2.302005  0.994387  -0.961874  0.22
C  -0.356466  -1.211074  0.906941  -0.59
H  -1.643040  -0.574829  -1.428416  0.21
C  -2.024990  0.009967  -0.592385  -0.59
O  -1.538063  1.557203  2.538284  -0.47
H  4.053446  1.475666  -1.020921  0.39
N  1.408884  1.078736  0.471013  -0.30
H  0.425566  -1.048136  1.643438  0.23
H  -0.312343  2.126286  -0.224958  0.21

Atoms 1-6, force components in eV/Å:
-0.5 -0.4 -0.3
0.0 0.0 -0.1
-0.2 0.7 -0.7
1.5 0.4 -0.5
0.0 -0.1 0.0
0.0 0.0 0.0


2.
# C61H47GeNO3P2RuS3

A molecular structure, C61H47GeNO3P2RuS3 (the ωB97M-V functional and the def2-TZVPD basis, the Open Molecules 2025 dataset).

Values from the calculation:
gap between HOMO and LUMO (spin up / spin down) = 6.6 / 6.6 eV
charge = +2
HOMO (spin up / spin down) = -13.249 / -13.251 eV

Each line ends with the Löwdin charge.
CARTESIAN COORDINATES (ANGSTROEM)
H  6.261078  -2.603633  0.623414  0.12
C  -0.149858  -7.349709  -0.597801  -0.03
C  1.863264  3.606939  2.567350  -0.13
H  -2.368281  -2.261157  0.792030  0.09
H  -2.578943  -2.339159  4.659226  0.12
C  -1.334078  3.730227  3.672099  -0.09
N  1.146249  -2.861482  -1.733486  -0.03
C  3.939695  3.695717  3.771407  -0.05
C  -2.594580  -3.512919  -2.850738  -0.05
C  0.630113  -5.343787  -1.569797  -0.21
C  -0.225800  -0.375131  3.179093  -0.38
H  1.677963  -2.833147  4.563186  0.12
C  -2.343931  0.978636  -3.501304  -0.05
O  0.397122  -4.017540  -3.863899  -0.27
H  3.278387  0.340112  1.476042  0.09
C  -1.172783  2.938722  -4.289023  -0.01
C  -3.908200  1.956825  -0.402948  -0.09
H  -3.085953  0.210728  -3.664850  0.12
C  3.222726  -0.522188  -0.504838  -0.39
H  4.916137  4.316936  -0.722957  0.12
H  -2.375626  -0.270784  3.369135  0.09
C  -0.825688  2.151704  -2.069790  -0.38
C  0.767647  -0.689133  -4.783829  -0.05
H  5.381161  -2.844153  -1.672357  0.12
C  3.017427  4.288755  2.919534  -0.06
S  1.281675  -4.195199  -2.753031  0.67
H  -0.305847  -4.780321  1.635562  0.11
H  -2.055096  -1.538707  -3.438949  0.09
H  -0.555398  -3.614520  5.283987  0.12
C  -3.698668  4.105606  3.869021  -0.05
H  1.892795  -0.813317  3.209056  0.08
C  -3.944061  2.929924  3.170914  -0.05
C  -2.206522  -1.708483  -1.294353  -0.35
C  1.618572  2.317906  3.047846  -0.29
P  1.780700  0.455268  -0.987596  1.02
H  -2.573397  1.808628  -5.456713  0.13
C  3.892059  3.968576  -0.705881  -0.02
C  0.793380  -2.272483  4.291961  -0.06
C  1.649901  0.039647  -5.567285  -0.04
H  -0.368889  -8.406963  -0.660927  0.12
C  -2.887005  2.158298  2.716217  -0.12
P  -1.943829  0.037038  -0.843539  1.01
H  3.187061  5.290370  2.546583  0.11
C  -2.070972  1.897021  -4.502885  -0.02
H  5.211876  -1.005543  2.193831  0.11
H  3.224751  1.499410  -5.579278  0.12
H  -4.959751  2.611654  2.979822  0.11
C  3.827264  -1.397201  -1.397914  -0.07
C  0.910813  -1.120574  3.541865  -0.22
H  4.385692  1.983862  4.984674  0.12
H  -2.628089  -3.869085  -3.870505  0.12
H  -3.103723  1.251228  2.169177  0.07
C  1.308086  3.093529  -0.624357  -0.41
H  4.837692  4.228313  4.054560  0.12
C  -0.382067  -6.670887  0.594437  -0.04
C  1.675593  0.329675  -2.798949  -0.34
H  -5.413318  3.454458  -0.177824  0.12
H  0.707070  5.146547  -0.448815  0.13
C  0.774111  -0.533689  -3.406636  -0.12
H  4.449471  1.892742  -0.821988  0.13
S  0.712256  -2.151444  0.808609  0.77
C  -5.173347  2.405884  -0.063230  -0.05
C  -1.603351  -2.001957  4.335940  -0.05
C  -3.579560  0.603790  -0.272699  -0.32
O  -1.165536  3.485108  0.177470  -0.39
C  3.635843  2.604191  -0.757308  -0.04
C  3.690499  2.431770  4.287158  -0.05
Ru  -0.017885  -0.042730  0.442334  0.35
H  3.257930  1.760270  -3.147182  0.10
C  -1.484495  -0.836095  3.598484  -0.09
C  0.394651  -4.652470  -0.392147  -0.23
C  -2.431785  -2.598809  -0.236669  -0.16
C  -1.572053  2.547406  2.967627  -0.30
H  -0.779586  -7.212232  1.442484  0.12
C  4.815246  -1.122556  1.193465  -0.06
H  -3.189858  2.676479  -0.766443  0.09
O  2.676788  -4.411330  -2.965273  -0.25
H  3.439732  -1.519366  -2.399919  0.10
C  -2.847995  -4.377189  -1.800417  -0.04
H  -0.324543  4.045756  3.899268  0.09
H  0.553830  -7.209314  -2.637890  0.13
C  -2.756195  -3.918558  -0.491031  -0.06
C  -4.543133  -0.283471  0.217696  -0.07
C  2.550769  1.074466  -3.593861  -0.07
C  2.536275  0.928057  -4.971493  -0.05
C  1.533760  4.457685  -0.571100  -0.06
H  2.354448  0.780884  4.379696  0.09
H  0.100645  3.924953  -2.867549  0.12
H  0.088872  -1.100356  -2.799187  0.05
H  -2.198885  5.414219  4.670297  0.12
H  -7.114881  1.870475  0.675223  0.12
C  2.851247  4.891108  -0.631478  -0.03
H  -4.336346  -1.337346  0.306572  0.09
H  3.068761  5.950180  -0.594723  0.12
C  5.409106  -2.017197  0.306387  -0.05
C  -0.565212  3.093010  -3.054560  -0.02
H  -0.967015  3.647191  -5.079690  0.13
C  -2.275073  -2.183162  -2.600699  -0.08
C  -0.464848  -2.715510  4.688230  -0.03
C  2.539351  1.744698  3.929835  -0.10
C  -5.804569  0.176637  0.564006  -0.05
C  3.722112  -0.378381  0.792832  -0.13
C  0.365459  -6.687911  -1.709195  -0.01
H  -2.934124  -4.594667  0.334374  0.12
C  -0.114876  -5.311333  0.711419  -0.04
S  -0.316064  2.432441  -0.379408  0.83
C  0.724817  -3.212966  -0.584306  -0.65
C  -1.677348  1.079346  -2.284211  -0.36
C  -6.123985  1.518812  0.419532  -0.06
H  -6.545020  -0.523015  0.927624  0.12
C  2.318241  2.163782  -0.736101  -0.34
Ge  -0.042622  1.452494  2.567418  1.06
H  -4.524755  4.707038  4.224267  0.12
C  -2.394184  4.504291  4.119006  -0.05
H  0.084295  -1.393892  -5.240237  0.11
C  4.919217  -2.151779  -0.981884  -0.04
H  1.130377  4.102913  1.944445  0.09
H  1.649988  -0.083949  -6.642106  0.12
H  -3.102539  -5.410473  -1.996652  0.12

Atoms 1-6, force components in eV/Å:
0.0 0.0 0.0
0.0 0.0 0.0
0.0 0.0 0.0
0.1 0.0 0.0
0.0 0.0 0.0
0.0 0.0 0.0


3.
# C22H31NO4

C22H31NO4 in the gas phase (the ωB97M-V functional and the def2-TZVPD basis, the Open Molecules 2025 dataset).

Values from the calculation:
gap between HOMO and LUMO = 9.5 eV
energy relative to the best compared isomer or geometry (same formula, charge and spin) = 2.720 eV
HOMO = -8.675 eV
SMILES = COCCN(CCOC)C[C@@H](O)COC(c1ccccc1)c1ccccc1

Each line ends with the natural charge from an NBO analysis.
CARTESIAN COORDINATES (ANGSTROEM)
C  1.321978  0.940319  0.098435  -0.26
C  2.450913  -1.186607  -0.196540  -0.25
C  -5.398705  1.520244  -0.998749  -0.20
C  -0.872422  -1.891829  -1.960300  -0.20
C  -1.439049  -0.846267  -1.254790  -0.22
H  -0.713112  -4.184371  0.513125  0.21
H  -0.315244  2.665202  1.430471  0.19
H  -5.655454  2.351123  -1.639782  0.21
C  -4.735240  -0.601170  0.645425  -0.24
H  -1.709179  -2.320776  1.772022  0.20
C  -1.477430  -2.198791  0.722725  -0.17
O  1.502029  1.020033  2.498482  -0.73
C  -2.358568  0.176626  0.841341  0.05
H  -7.361594  0.666381  -1.057185  0.21
C  3.607392  0.855781  -0.732090  -0.26
H  -0.163753  -3.911308  -1.876318  0.21
H  4.083325  2.152544  0.923621  0.19
H  -0.993674  1.523865  2.615387  0.17
C  -0.615500  1.626218  1.587701  -0.06
H  0.665875  0.625381  -0.724431  0.19
H  -6.764864  -1.225280  0.410498  0.21
H  -0.639210  -1.770727  -3.008148  0.21
H  6.621758  -2.642696  -0.417218  0.19
H  3.201663  -3.069981  0.545344  0.17
C  -0.607069  -3.094467  -1.326281  -0.22
H  4.473334  4.088517  -1.970611  0.16
H  2.468487  -1.378142  -1.280386  0.19
H  -2.400146  -0.061665  1.916294  0.19
H  -4.474640  -1.431616  1.286325  0.21
N  2.595452  0.229371  0.106302  -0.47
H  0.298559  -0.328404  1.530417  0.15
H  4.460200  0.176994  -0.761863  0.23
C  -6.021316  -0.485704  0.151364  -0.19
C  -4.109872  1.404828  -0.507180  -0.24
C  4.079800  2.202461  -0.168225  -0.07
H  -3.358082  2.139147  -0.748857  0.23
O  -1.632772  1.380806  0.653385  -0.54
H  1.530448  2.006054  -0.002378  0.23
H  3.120502  3.086211  -2.553375  0.16
C  5.770200  -2.739510  0.253168  -0.24
C  3.544899  -2.026725  0.462581  -0.07
H  1.490015  -1.527493  0.190012  0.22
H  -1.656184  0.094024  -1.739251  0.23
C  -3.771731  0.345709  0.321118  0.06
H  5.491564  -3.797292  0.340099  0.16
H  5.104204  2.396771  -0.517190  0.17
C  -1.737330  -0.988934  0.094558  -0.05
H  2.797938  4.691912  -1.859812  0.20
C  -0.914446  -3.247199  0.014740  -0.23
H  2.384046  0.799622  2.160578  0.49
H  6.042581  -2.366239  1.248366  0.17
C  3.428381  3.807638  -1.788112  -0.25
H  3.245201  0.990096  -1.764709  0.17
H  3.739083  -1.646473  1.476524  0.17
O  4.727982  -1.984215  -0.305879  -0.55
C  0.618401  0.723707  1.443269  0.07
O  3.260733  3.308032  -0.486244  -0.54
C  -6.356311  0.576131  -0.672508  -0.22

Atoms 1-6, force components in eV/Å:
-0.2 0.0 0.3
0.4 -0.2 0.3
-0.1 0.0 -0.1
0.0 0.1 -0.1
0.0 0.0 0.1
0.0 -0.1 0.0


no.,largest force on an atom (eV Å⁻¹)
1,3.5
2,2.6
3,0.7